The following is a quantum chemistry calculation of a molecular structure, C34H51BrIrN2P2 at a distorted geometry, from the OMol25 dataset.

```
91
Properties=species:S:1:pos:R:3:mulliken_charge:R:1
C 2.798 -5.400 -0.114 -0.11
C 2.550 -4.776 -1.353 0.73
C 1.737 -5.474 -2.276 -0.22
C 1.335 -6.774 -1.969 -0.46
N 1.666 -7.395 -0.838 0.07
C 2.355 -6.718 0.080 -0.50
C 3.082 -3.479 -1.666 -0.47
C 3.352 -2.293 -1.974 -0.23
C 3.489 -0.876 -1.926 0.34
C 2.829 -0.540 -0.754 -0.40
C 2.306 0.778 -0.746 0.26
C 2.360 1.622 -1.954 -1.16
C 3.383 1.375 -2.867 -0.27
C 3.961 0.073 -2.877 -0.88
Ir 0.484 1.351 -0.101 0.99
P -0.589 -0.603 0.711 -0.33
H 1.478 -5.036 -3.236 0.54
H 3.387 -4.911 0.665 0.54
H 0.716 -7.350 -2.655 0.45
H 2.561 -7.242 1.016 0.43
H 4.740 -0.172 -3.598 0.53
H 2.657 -1.269 0.061 0.26
H 3.703 2.168 -3.561 0.57
H 2.693 1.299 0.195 1.19
C -2.317 -0.437 1.448 -0.82
C -3.266 -1.633 1.313 -1.76
H -2.774 0.448 0.973 0.70
H -2.220 -0.172 2.517 1.00
H -4.240 -1.391 1.758 0.48
H -3.472 -1.880 0.263 0.35
H -2.933 -2.533 1.851 0.32
C -0.688 -1.768 -0.736 1.46
C -0.897 -3.230 -0.401 -1.49
H 0.256 -1.626 -1.283 -0.24
H -1.468 -1.418 -1.422 -0.35
H -1.019 -3.801 -1.325 0.46
H -0.013 -3.641 0.094 0.27
H -1.796 -3.435 0.189 0.23
C 0.348 -1.489 2.045 0.40
C -0.429 -2.506 2.873 -1.60
H 0.752 -0.693 2.692 0.19
H 1.237 -1.957 1.595 0.04
H 0.249 -3.014 3.565 0.47
H -1.186 -2.021 3.497 0.33
H -0.893 -3.313 2.296 0.27
Br 1.543 3.395 -1.497 0.03
P -1.159 1.616 -1.869 0.62
C -2.801 0.785 -1.902 0.03
C -3.903 1.456 -2.716 -1.41
H -3.120 0.677 -0.859 0.03
H -2.649 -0.231 -2.286 0.35
H -4.794 0.819 -2.692 0.45
H -4.197 2.428 -2.310 0.38
H -3.637 1.579 -3.773 0.30
C -1.591 3.401 -2.026 -0.72
C -1.420 3.950 -3.425 -1.45
H -0.955 3.944 -1.315 0.51
H -2.617 3.509 -1.663 0.70
H -1.521 5.040 -3.390 0.46
H -0.435 3.732 -3.859 0.30
H -2.195 3.593 -4.114 0.28
C -0.211 0.960 -3.325 0.15
C -0.929 0.764 -4.644 -1.46
H 0.245 0.019 -2.973 0.10
H 0.644 1.640 -3.452 0.16
H -0.191 0.391 -5.360 0.45
H -1.722 0.017 -4.582 0.36
H -1.323 1.698 -5.053 0.26
C -0.810 2.210 4.793 -0.88
N -1.331 2.393 3.406 0.33
C -2.752 2.830 3.444 -0.78
C -0.454 3.339 2.581 -1.01
C 0.950 2.830 2.572 -0.31
C 1.917 3.469 3.369 -0.60
C 3.185 2.921 3.504 -0.79
C 3.484 1.669 2.966 -1.11
C 2.499 1.021 2.212 0.31
C 1.296 1.687 1.827 0.71
H -0.720 3.194 5.269 0.41
H 0.166 1.709 4.796 0.33
H -1.528 1.604 5.353 0.42
H -1.265 1.465 2.930 -0.53
H -2.764 3.847 3.841 0.42
H -3.160 2.807 2.431 0.29
H -3.311 2.156 4.096 0.40
H -0.949 3.420 1.607 0.19
H -0.538 4.316 3.070 0.58
H 1.652 4.416 3.866 0.52
H 3.921 3.438 4.120 0.50
H 4.449 1.202 3.171 0.53
H 2.738 0.031 1.792 0.64
```

Properties
net charge: +4
<S²>: 8.843
DFT total energy: -130476.389 eV
2S+1: 6
E_HOMO (spin up / spin down): -0.5915 / -0.6984 hartree
gap between HOMO and LUMO (spin up / spin down): 4.60 / 5.04 eV

---

The following is a quantum chemistry calculation of 7 unconnected molecules or ions with the total composition C34H51N8O2PS, from the OMol25 dataset.

```
97
Properties=species:S:1:pos:R:3:mulliken_charge:R:1
C 1.750 0.863 2.971 -0.67
O 0.562 0.205 3.308 -0.49
C 0.015 -0.521 2.212 0.46
C 0.589 -1.932 2.158 -0.78
C 0.472 -2.661 0.826 -0.75
C 1.258 -2.041 -0.338 -0.27
C 0.549 -0.914 -1.097 -0.29
P 1.485 0.757 -1.146 0.93
C 2.465 2.442 -1.147 -1.34
C 3.826 2.318 -0.478 -0.46
S 5.091 1.741 -1.652 -0.11
C 5.396 0.113 -1.143 0.17
N 4.628 -0.927 -1.267 0.11
N 5.314 -1.989 -0.703 -0.60
C 6.446 -1.503 -0.305 0.05
O 6.575 -0.189 -0.528 -0.26
H 2.451 0.205 2.443 0.21
H 2.228 1.207 3.882 0.40
H 1.560 1.733 2.331 0.21
H -1.062 -0.541 2.355 0.20
H 0.203 0.043 1.297 -0.36
H 0.057 -2.519 2.908 0.34
H 1.627 -1.887 2.483 0.32
H -0.570 -2.817 0.542 0.26
H 0.890 -3.657 0.988 0.39
H 1.489 -2.842 -1.040 0.46
H 2.226 -1.719 0.058 -0.09
H 0.301 -1.244 -2.105 0.48
H -0.410 -0.716 -0.612 0.01
H 0.384 1.420 -0.534 -0.22
H 2.530 0.205 -0.343 -0.44
H 1.520 0.735 -2.570 -0.11
H 1.888 3.227 -0.658 0.55
H 2.613 2.711 -2.192 0.51
H 3.809 1.647 0.381 0.20
H 4.175 3.283 -0.115 0.53
H 7.236 -2.069 0.151 0.44
N -1.744 0.048 -3.661 0.04
C -2.990 0.554 -3.420 -0.38
C -3.902 -0.250 -4.046 -0.64
C -3.172 -1.285 -4.694 -0.55
C -1.843 -1.076 -4.433 -0.40
H -0.893 0.448 -3.312 0.23
H -3.118 1.436 -2.816 0.44
H -4.971 -0.120 -4.033 0.42
H -3.578 -2.093 -5.278 0.42
H -0.967 -1.627 -4.730 0.41
N -2.925 2.724 0.163 0.16
C -3.571 3.230 1.263 -0.39
C -3.940 2.177 2.054 -0.85
C -3.496 0.989 1.412 -0.53
C -2.875 1.359 0.250 -0.16
H -2.546 3.264 -0.592 0.25
H -3.722 4.288 1.389 0.46
H -4.467 2.248 2.990 0.41
H -3.622 -0.021 1.764 0.52
H -2.403 0.771 -0.519 0.13
N 6.141 3.623 -4.474 0.12
C 6.460 3.797 -5.793 -0.50
C 7.207 4.940 -5.897 -0.40
C 7.343 5.477 -4.588 -0.56
C 6.675 4.641 -3.733 -0.26
H 5.598 2.866 -4.103 0.13
H 6.131 3.095 -6.540 0.37
H 7.612 5.345 -6.809 0.39
H 7.872 6.372 -4.308 0.38
H 6.540 4.681 -2.666 0.33
N -1.998 6.375 -0.007 0.14
C -1.852 6.786 -1.306 -0.40
C -1.305 8.039 -1.289 -0.52
C -1.116 8.400 0.074 -0.58
C -1.552 7.353 0.839 -0.34
H -2.375 5.493 0.282 0.23
H -2.150 6.156 -2.127 0.35
H -1.069 8.634 -2.154 0.39
H -0.706 9.323 0.447 0.39
H -1.582 7.220 1.907 0.36
N -1.438 -5.898 0.486 0.05
C -2.149 -5.412 1.549 -0.84
C -2.446 -6.465 2.371 -0.03
C -1.890 -7.633 1.781 -0.56
C -1.276 -7.250 0.619 -0.53
H -1.090 -5.347 -0.276 0.21
H -2.383 -4.364 1.629 0.47
H -3.005 -6.401 3.290 0.50
H -1.938 -8.639 2.164 0.37
H -0.739 -7.820 -0.119 0.38
N -4.442 -6.815 5.713 0.00
C -4.654 -5.643 6.387 -0.52
C -5.968 -5.297 6.221 -0.38
C -6.571 -6.300 5.412 -0.36
C -5.603 -7.221 5.115 -0.49
H -3.565 -7.300 5.661 0.21
H -3.857 -5.159 6.925 0.37
H -6.445 -4.423 6.631 0.40
H -7.596 -6.338 5.086 0.40
H -5.641 -8.125 4.531 0.37
```

Properties
net charge: 0
DFT total energy: -72219.090 eV
E_HOMO: -0.3033 hartree
gap between HOMO and LUMO: 8.42 eV

---

Calculated relative energy (zero: lowest compared OMol25 entry of this formula, charge and spin) in order - 0.000; 0.000 eV